This record from OMol25 describes a 7-piece molecular cluster, C28H55F9O14 overall in a non-equilibrium geometry. The level of theory is wB97M-V/def2-TZVPD.

Output
HOMO-LUMO gap (alpha / beta)   1.438 / 6.442 eV
Lowest unoccupied orbital energy (alpha / beta)   0.0664 / 0.0663 hartree

```
! RIJCOSX wB97M-V def2-TZVPD def2/J DEFGRID3
* xyz -1 2
C 35.1744 10.1505 3.9787
O 35.6891 10.8934 2.9083
C 34.7798 11.8344 2.3095
C 33.4670 11.3338 1.5659
O 32.4416 10.7961 2.3300
C 31.7541 11.6310 3.1992
H 34.6979 9.1836 3.8165
H 34.5143 10.6859 4.6611
H 36.0779 9.9821 4.5646
H 35.3933 12.2856 1.5297
H 34.5279 12.6419 2.9969
H 33.7078 10.5206 0.8811
H 33.0362 12.2220 1.1036
H 30.9904 11.0339 3.6975
H 31.1715 12.4155 2.7163
H 32.3401 12.0484 4.0181
C 27.3627 12.0451 0.7290
O 28.5987 12.6500 0.4541
C 28.7008 13.0624 -0.9034
C 30.1128 13.5771 -1.1659
O 30.1395 15.0342 -1.0499
C 30.2152 15.5781 0.2768
H 26.5628 12.7120 0.4072
H 27.2279 11.8053 1.7837
H 27.3355 11.0547 0.2745
H 28.0115 13.9017 -0.9963
H 28.2582 12.2642 -1.4992
H 30.3159 13.2314 -2.1795
H 30.8032 13.0591 -0.5002
H 31.1996 15.4153 0.7156
H 29.5013 15.1190 0.9606
H 30.0890 16.6608 0.2782
C 33.8589 13.3945 -1.9386
O 32.8360 12.6672 -2.5530
C 32.5687 12.8626 -3.9433
C 31.9887 11.6308 -4.7273
O 32.9271 10.5668 -4.5630
C 32.7617 9.4133 -5.4454
H 33.9057 13.2538 -0.8588
H 33.7547 14.4765 -1.8575
H 34.7801 13.1117 -2.4481
H 33.4542 13.0445 -4.5523
H 31.9630 13.7365 -4.1830
H 31.9070 12.0211 -5.7418
H 31.0271 11.5003 -4.2308
H 31.7379 9.0402 -5.4714
H 33.5317 8.6975 -5.1576
H 32.8913 9.7494 -6.4742
C 32.1170 9.3109 6.2926
O 32.8335 10.5287 6.4945
C 33.8628 10.4529 7.4907
C 34.6114 11.8515 7.4253
O 33.8644 12.9376 7.9588
C 32.7990 13.3461 7.1546
H 31.6694 8.7681 7.1251
H 32.7058 8.5259 5.8180
H 31.2677 9.4592 5.6257
H 34.6256 9.7393 7.1791
H 33.4775 10.2685 8.4935
H 34.9311 12.0501 6.4024
H 35.4884 11.8331 8.0723
H 32.1994 14.1388 7.6020
H 32.0948 12.6102 6.7663
H 33.1785 13.7937 6.2361
C 28.3222 11.8431 5.6072
C 27.9615 13.0087 4.7778
O 27.5387 14.1037 5.6343
C 28.4338 14.8101 6.3529
O 29.5797 14.4812 6.4837
C 27.8108 16.0957 6.7719
F 27.9882 16.2978 8.1349
F 28.4511 17.1154 6.1045
F 26.5163 16.2714 6.4985
H 27.5292 11.5520 6.2961
H 29.2523 11.8532 6.1755
H 28.5843 11.0601 4.8956
H 27.1292 12.7721 4.1149
H 28.8277 13.4096 4.2515
C 31.4820 9.8390 -1.3437
C 31.1361 9.2006 -0.0473
O 30.9471 7.8071 -0.2974
C 29.8066 7.2842 -0.8818
O 28.8778 7.9673 -1.3073
C 29.6448 5.7051 -0.7866
F 29.0801 5.3702 0.4200
F 28.8266 5.3083 -1.7583
F 30.8030 5.2318 -0.8979
H 30.9569 9.4134 -2.1988
H 32.5455 10.0302 -1.4868
H 31.0406 10.8297 -1.2354
H 30.3124 9.7012 0.4615
H 32.0305 9.1521 0.5740
C 33.2046 16.6588 8.7914
C 34.5471 16.0777 8.6101
O 34.8523 15.9396 7.2576
C 35.9765 15.2362 6.9405
O 36.5925 14.5849 7.8133
C 36.3289 15.1652 5.4478
F 35.4830 15.9610 4.7520
F 37.6239 15.5761 5.2423
F 36.1278 13.9115 5.0254
H 32.7443 16.9544 7.8486
H 33.3379 17.6520 9.2200
H 32.5142 16.1034 9.4262
H 34.6015 15.0794 9.0444
H 35.3496 16.6422 9.0849
*
```

These are the Löwdin partial charges, in e, on atoms 1 to 99: number 1, C, carries -0.1230; number 2, O, carries -0.1638; number 3, C, carries -0.1484; number 4, C, carries -0.1857; number 5, O, carries -0.2049; number 6, C, carries -0.1033; number 7, H, carries 0.0842; number 8, H, carries 0.0621; number 9, H, carries 0.0930; number 10, H, carries 0.1168; number 11, H, carries 0.1146; number 12, H, carries 0.1191; number 13, H, carries 0.1059; number 14, H, carries 0.0739; number 15, H, carries 0.0837; number 16, H, carries 0.0862; number 17, C, carries -0.1151; number 18, O, carries -0.2160; number 19, C, carries -0.1979; number 20, C, carries -0.1594; number 21, O, carries -0.1893; number 22, C, carries -0.0932; number 23, H, carries 0.0915; number 24, H, carries 0.0715; number 25, H, carries 0.0867; number 26, H, carries 0.1244; number 27, H, carries 0.1206; number 28, H, carries 0.1035; number 29, H, carries 0.1121; number 30, H, carries 0.0789; number 31, H, carries 0.0757; number 32, H, carries 0.0850; number 33, C, carries -0.1020; number 34, O, carries -0.1997; number 35, C, carries -0.1944; number 36, C, carries -0.1967; number 37, O, carries -0.1975; number 38, C, carries -0.0719; number 39, H, carries 0.0696; number 40, H, carries 0.0871; number 41, H, carries 0.0949; number 42, H, carries 0.1138; number 43, H, carries 0.1190; number 44, H, carries 0.1209; number 45, H, carries 0.1122; number 46, H, carries 0.0798; number 47, H, carries 0.0884; number 48, H, carries 0.0740; number 49, C, carries -0.1140; number 50, O, carries -0.2333; number 51, C, carries -0.1577; number 52, C, carries -0.1613; number 53, O, carries -0.1629; number 54, C, carries -0.1241; number 55, H, carries 0.0785; number 56, H, carries 0.0776; number 57, H, carries 0.0688; number 58, H, carries 0.1119; number 59, H, carries 0.1228; number 60, H, carries 0.1047; number 61, H, carries 0.1260; number 62, H, carries 0.0764; number 63, H, carries 0.0626; number 64, H, carries 0.0892; number 65, C, carries -0.0766; number 66, C, carries -0.1851; number 67, O, carries 0.0078; number 68, C, carries -0.3857; number 69, O, carries 0.1852; number 70, C, carries -0.4707; number 71, F, carries 0.1224; number 72, F, carries 0.1338; number 73, F, carries 0.1654; number 74, H, carries 0.0911; number 75, H, carries 0.0781; number 76, H, carries 0.0753; number 77, H, carries 0.1198; number 78, H, carries 0.1293; number 79, C, carries -0.0518; number 80, C, carries -0.2005; number 81, O, carries -0.0052; number 82, C, carries -0.2937; number 83, O, carries 0.1166; number 84, C, carries -0.5961; number 85, F, carries 0.1364; number 86, F, carries 0.1704; number 87, F, carries 0.2447; number 88, H, carries 0.0848; number 89, H, carries 0.0850; number 90, H, carries 0.0628; number 91, H, carries 0.1314; number 92, H, carries 0.1098; number 93, C, carries -0.0927; number 94, C, carries -0.3086; number 95, O, carries -0.0861; number 96, C, carries -0.5070; number 97, O, carries -0.0748; number 98, C, carries -0.5562; number 99, F, carries 0.0919

This record from OMol25 describes C37H39Cl3GeMgN8O5PSTe as an isolated structure in a non-equilibrium geometry. The level of theory is wB97M-V/def2-TZVPD.

Output
ΔE to the lowest compared entry with this formula, charge and spin   2.455 eV
HOMO-LUMO gap (alpha / beta)   7.531 / 6.699 eV
Lowest unoccupied orbital energy (alpha / beta)   -0.0044 / -0.0463 hartree

```
! RIJCOSX wB97M-V def2-TZVPD def2/J DEFGRID3
* xyz 0 2
Mg -1.5085 1.4606 -1.2909
C -3.1021 -1.5571 3.2864
N -2.5423 -1.3542 1.9640
C -1.8566 -0.3115 1.4413
N -1.6154 -0.5475 0.1622
C -2.1698 -1.7578 -0.0579
N -2.7303 -2.2775 1.0026
C -2.1953 -1.9470 4.4508
C -2.7219 -1.8113 5.7338
C -2.0227 -2.2321 6.8456
C -0.7731 -2.7925 6.7134
C -0.2047 -2.9024 5.4514
C -0.9141 -2.4773 4.3080
C 1.1476 -3.4250 5.3353
N 1.7637 -4.2600 6.1143
N 3.0102 -4.4366 5.6160
C 3.1083 -3.6810 4.5747
O 1.9451 -3.0163 4.3266
C 4.2373 -3.4060 3.7137
C 5.2674 -4.3072 3.4700
C 6.2700 -3.9529 2.5801
C 6.2538 -2.7134 1.9543
C 5.2429 -1.8013 2.2354
C 5.2339 -0.4278 1.6257
N 3.9263 0.1701 1.6747
C 2.7525 -0.2492 1.1684
N 1.8069 0.6149 1.4654
C 2.4553 1.5710 2.1643
N 3.7361 1.3348 2.3128
C 4.2464 -2.1592 3.1121
H -3.8211 -2.3701 3.1612
H -3.6423 -0.6458 3.5553
H -1.5825 0.5782 1.9763
H -2.1744 -2.2371 -1.0187
H -3.7062 -1.3798 5.8585
H -2.4593 -2.1191 7.8277
H -0.2144 -3.1294 7.5737
H -0.4694 -2.5964 3.3295
H 5.2638 -5.2689 3.9615
H 7.0674 -4.6493 2.3619
H 7.0339 -2.4512 1.2525
H 5.6010 -0.4644 0.5945
H 5.8788 0.2420 2.1995
H 2.6196 -1.1612 0.6143
H 1.9692 2.4383 2.5717
H 3.4601 -1.4608 3.3591
C -2.1040 2.9443 0.0860
H -1.9984 3.9650 -0.2901
H -1.5682 2.9062 1.0393
H -3.1639 2.8180 0.3264
C -6.7780 0.9537 -0.0214
C -6.2725 -0.2870 -0.7381
O -4.8622 -0.2197 -0.9208
P -4.1844 -0.1046 -2.3828
O -2.7484 0.1757 -2.1256
Te -5.4913 1.3780 -3.7374
O -4.1847 -1.6060 -2.9394
C -5.1737 -2.2245 -3.7510
C -5.8434 -3.3460 -2.9760
H -7.8450 0.8636 0.1776
H -6.6042 1.8332 -0.6408
H -6.2440 1.0815 0.9185
H -6.7794 -0.3857 -1.7069
H -6.4760 -1.1800 -0.1385
H -4.6585 -2.6154 -4.6313
H -5.9046 -1.4792 -4.0893
H -5.0828 -4.0211 -2.5871
H -6.5223 -3.8969 -3.6227
H -6.4033 -2.9441 -2.1333
O 0.3895 1.6736 -2.6161
S 1.8815 1.7611 -2.6108
C 2.4273 2.0550 -4.3046
C 3.4247 1.2196 -4.7829
C 3.8823 1.3817 -6.0787
C 3.3490 2.3847 -6.8746
C 2.3609 3.2240 -6.3810
C 1.8912 3.0603 -5.0882
C 2.3149 3.4218 -2.0590
C 3.6711 3.6933 -1.9655
C 4.0840 4.9346 -1.5202
C 3.1365 5.8874 -1.1676
C 1.7837 5.5992 -1.2559
C 1.3619 4.3530 -1.6993
H 3.8371 0.4567 -4.1354
H 4.6500 0.7254 -6.4617
H 3.6986 2.5065 -7.8897
H 1.9445 4.0041 -7.0014
H 1.1017 3.6871 -4.6970
H 4.3912 2.9371 -2.2503
H 5.1399 5.1517 -1.4427
H 3.4606 6.8591 -0.8231
H 1.0479 6.3388 -0.9730
H 0.3102 4.1015 -1.7661
Cl -0.5473 1.6922 -6.3900
Ge -1.3189 0.7323 -4.4761
Cl -3.5151 0.2191 -5.4764
Cl -2.1372 2.6573 -3.5607
*
```

Let us look at the Löwdin charges, expressed in e, one per atom: number 1, Mg, carries 0.4767; number 2, C, carries -0.0774; number 3, N, carries -0.1172; number 4, C, carries -0.1051; number 5, N, carries 0.0523; number 6, C, carries -0.2111; number 7, N, carries 0.1175; number 8, C, carries -0.1793; number 9, C, carries -0.0438; number 10, C, carries -0.0655; number 11, C, carries -0.0213; number 12, C, carries -0.1312; number 13, C, carries 0.0488; number 14, C, carries -0.2883; number 15, N, carries 0.1091; number 16, N, carries 0.1158; number 17, C, carries -0.2841; number 18, O, carries 0.1342; number 19, C, carries -0.1347; number 20, C, carries -0.0069; number 21, C, carries -0.0590; number 22, C, carries -0.0291; number 23, C, carries -0.1943; number 24, C, carries -0.0812; number 25, N, carries -0.1589; number 26, C, carries -0.1585; number 27, N, carries 0.0849; number 28, C, carries -0.2197; number 29, N, carries 0.1037; number 30, C, carries 0.0233; number 31, H, carries 0.1349; number 32, H, carries 0.1314; number 33, H, carries 0.1305; number 34, H, carries 0.1168; number 35, H, carries 0.1158; number 36, H, carries 0.1100; number 37, H, carries 0.1182; number 38, H, carries 0.1226; number 39, H, carries 0.1195; number 40, H, carries 0.1077; number 41, H, carries 0.1148; number 42, H, carries 0.1333; number 43, H, carries 0.1373; number 44, H, carries 0.1367; number 45, H, carries 0.1041; number 46, H, carries 0.1253; number 47, C, carries -0.2380; number 48, H, carries -0.0496; number 49, H, carries -0.0606; number 50, H, carries -0.0461; number 51, C, carries -0.0720; number 52, C, carries -0.3319; number 53, O, carries -0.2721; number 54, P, carries 0.1514; number 55, O, carries -0.5341; number 56, Te, carries 0.7110; number 57, O, carries -0.2882; number 58, C, carries -0.3297; number 59, C, carries -0.0621; number 60, H, carries 0.0799; number 61, H, carries 0.0566; number 62, H, carries 0.0777; number 63, H, carries 0.0715; number 64, H, carries 0.1206; number 65, H, carries 0.1115; number 66, H, carries 0.0514; number 67, H, carries 0.0808; number 68, H, carries 0.0788; number 69, H, carries 0.0624; number 70, O, carries -0.7162; number 71, S, carries 1.0360; number 72, C, carries -0.3905; number 73, C, carries -0.0934; number 74, C, carries -0.0736; number 75, C, carries -0.0674; number 76, C, carries -0.0989; number 77, C, carries -0.1321; number 78, C, carries -0.3723; number 79, C, carries -0.0881; number 80, C, carries -0.0716; number 81, C, carries -0.0758; number 82, C, carries -0.0591; number 83, C, carries -0.0539; number 84, H, carries 0.1038; number 85, H, carries 0.1049; number 86, H, carries 0.1071; number 87, H, carries 0.1121; number 88, H, carries 0.1146; number 89, H, carries 0.1111; number 90, H, carries 0.1066; number 91, H, carries 0.1045; number 92, H, carries 0.1105; number 93, H, carries 0.0985; number 94, Cl, carries -0.0109; number 95, Ge, carries 0.2239; number 96, Cl, carries -0.1203; number 97, Cl, carries 0.0629